# 1
Here is a cluster of 2 separate species, C5H10N4O2 in total in a non-equilibrium geometry from OMol25. Energies are from wB97M-V/def2-TZVPD.

## Properties
ΔE to the lowest compared entry with this formula, charge and spin = 2.334 eV
SMILES = NN=C(NC=O)NC=O.C=C
LUMO = 0.7 eV
Total charge = 0
Energy = -15399.7102 eV
HOMO = -9.2 eV
F_max = 3.83 eV/A
Gap between HOMO and LUMO = 9.84 eV
Molar mass = 158.16 g/mol

Structure (XYZ):
```
21
Properties=species:S:1:pos:R:3:forces:R:3
N -1.08765 -1.12557 -0.92848 1.132 2.542 -1.110
N -1.20952 1.02197 0.43920 0.781 -0.668 -1.830
C -1.23468 2.44913 0.48260 -2.010 -1.669 2.796
N 0.62369 0.16153 -2.50143 -0.678 -0.904 -1.803
H 0.87697 -0.67128 0.67949 -1.143 -1.210 -0.364
H 1.46997 -0.26740 -2.29625 2.018 -1.458 0.355
H -1.71124 2.72798 1.53629 0.978 -0.339 -1.723
H -0.69110 -1.53677 -1.79533 -0.161 0.791 0.943
N 0.24222 0.73768 -1.30137 0.760 3.459 -1.220
C 2.46980 -0.72726 1.99631 -1.122 0.808 0.139
H 2.26837 -1.76874 2.22334 0.373 -0.003 0.113
C 1.58587 -0.11538 1.19595 2.374 0.914 0.171
H 0.92161 0.79341 -3.27422 -0.879 0.340 1.427
H 3.23120 -0.18971 2.57197 -0.140 -0.308 -0.449
H -1.75199 0.50804 1.10659 -0.228 -0.081 0.398
O -0.98808 3.23839 -0.35379 0.673 0.552 -0.879
H -1.69582 -2.98739 -0.58597 -0.870 1.693 1.374
C -0.68207 0.23954 -0.65323 -1.417 -0.458 1.003
H 1.65574 0.90449 0.77387 0.114 -0.428 0.866
O -2.47622 -1.51464 0.82977 1.101 -0.753 -1.209
C -1.81705 -1.87804 -0.14531 -1.658 -2.819 1.003
```
Forces are in eV/Å.

***

# 2
Here is the ion C5H10N5O2S2 with charge +1 in a non-equilibrium geometry from OMol25. Energies are from wB97M-V/def2-TZVPD.

## Properties
ΔE to the lowest compared entry with this formula, charge and spin = 2.224 eV
SMILES = C[S@](=O)(=N[NH+]=C(N)N)Oc1cncs1
LUMO = -2.8 eV
Total charge = +1
Energy = -38553.4800 eV
HOMO = -12.0 eV
F_max = 4.92 eV/A
Gap between HOMO and LUMO = 9.19 eV
Molar mass = 236.30 g/mol

Structure (XYZ):
```
24
Properties=species:S:1:pos:R:3:forces:R:3
H -3.29202 0.77247 1.23583 -0.289 -1.951 0.497
N -1.29290 1.00498 -0.06628 -0.123 0.106 0.251
C 4.35658 -1.10840 -0.06072 1.113 0.796 -2.076
N -1.89966 -0.18227 -0.47690 2.061 -1.768 -3.141
H -4.02957 -2.47630 0.07490 -2.681 -0.867 0.815
H 1.93940 -1.57587 1.99964 1.287 1.510 -1.207
H -1.57044 -0.68226 -1.35214 -0.111 1.325 1.147
S 0.19653 1.11572 -0.50740 -0.286 1.023 -0.688
H 0.40453 3.48172 0.02167 -0.294 -0.921 -0.939
N -3.17736 -2.11841 -0.15041 3.977 1.359 -1.405
H -0.45691 3.07122 -1.53036 0.636 0.276 -0.525
C -2.78239 -0.86342 0.17306 -2.092 -0.479 2.034
H 5.21630 -1.47679 -0.69864 -0.998 0.324 1.394
C 2.65911 -1.04408 1.26024 -4.234 2.155 1.287
S 3.60526 0.37074 -0.61826 1.072 -0.248 -0.298
H -3.89790 -0.81539 1.83934 -0.903 -0.477 1.104
N 3.73840 -1.67142 0.91703 2.100 -1.744 -0.723
H 1.50265 2.86353 -1.24570 -1.805 0.185 -0.348
H -2.55052 -2.69190 -0.70074 -0.300 0.037 0.102
N -3.38870 -0.27997 1.20294 1.043 2.812 -1.147
C 0.40827 2.84007 -0.91313 1.268 -0.016 1.990
O 0.58453 0.28375 -1.59853 -0.022 -0.608 -0.493
O 1.28857 0.99234 0.63051 0.525 -0.084 1.218
C 2.43825 0.18997 0.56405 -0.944 -2.744 1.151
```
Forces are in eV/Å.